Model w:
{"formula": "CHF2IO", "method": "ωB97M-V with the def2-TZVPD basis set", "elements": ["O", "C", "F", "F", "I", "H"], "xyz": [[-0.88, -0.41, 0.26], [0.20, 0.21, -0.13], [0.04, 1.54, -0.33], [0.66, -0.22, -1.31], [1.67, -0.61, 1.79], [-1.70, -0.52, -0.28]], "orbital_gap_ev": 8.37, "smiles": "OC(F)(F)I"}


Model x:
{"formula": "CHF2IO", "method": "ωB97M-V with the def2-TZVPD basis set", "elements": ["O", "C", "F", "F", "I", "H"], "xyz": [[0.77, 1.34, 0.54], [1.01, 0.19, 0.25], [0.85, -0.89, 1.04], [1.55, -0.23, -0.85], [-2.72, -0.51, -0.11], [-1.46, 0.09, -0.87]], "orbital_gap_ev": 10.59, "smiles": "O=C(F)F.I"}


Which structure is the most stable? The one labeled model x.


Model w:
{"formula": "C2H9N5", "method": "ωB97M-V with the def2-TZVPD basis set", "elements": ["H", "N", "N", "H", "C", "C", "N", "N", "N", "H", "H", "H", "H", "H", "H", "H"], "xyz": [[-0.79, -1.89, -0.84], [-1.63, -1.50, -0.38], [-1.45, -1.52, 0.86], [-2.30, -1.18, 1.35], [-0.03, 2.01, -0.60], [0.45, 0.68, -0.12], [0.37, 0.39, 1.22], [0.89, -0.14, -1.01], [1.39, -1.37, -0.59], [0.46, 2.81, -0.05], [-1.11, 2.11, -0.44], [0.17, 2.12, -1.66], [-0.18, -0.59, 1.41], [-0.08, 1.12, 1.76], [2.06, -1.69, -1.28], [1.79, -1.36, 0.35]], "orbital_gap_ev": 8.72, "smiles": "[H]/N=N/[H].C/C(N)=N/N"}


Model x:
{"formula": "C2H9N5", "method": "ωB97M-V with the def2-TZVPD basis set", "elements": ["C", "N", "C", "N", "N", "N", "N", "H", "H", "H", "H", "H", "H", "H", "H", "H"], "xyz": [[2.24, 0.07, 0.13], [0.99, -0.69, -0.26], [-0.21, -0.01, -0.15], [-1.36, -0.52, -0.07], [-1.39, -1.95, 0.12], [-0.20, 1.38, -0.03], [-1.46, 2.07, -0.01], [3.04, -0.61, 0.26], [2.47, 0.75, -0.64], [2.07, 0.53, 1.13], [0.95, -1.70, 0.08], [-2.34, -2.19, 0.56], [-1.48, -2.31, -0.89], [0.49, 1.87, -0.66], [-1.98, 1.38, -0.52], [-1.83, 1.93, 0.96]], "orbital_gap_ev": 9.33, "smiles": "CN/C(=N\\N)NN"}


Which structure is the most stable? The one labeled model x.


Model w:
{"formula": "C6H14O", "method": "ωB97M-V with the def2-TZVPD basis set", "elements": ["C", "C", "C", "C", "C", "C", "H", "H", "H", "H", "H", "H", "H", "H", "H", "H", "H", "H", "O", "H", "H"], "xyz": [[-1.86, -2.81, -2.17], [-1.90, -1.92, -0.91], [-0.88, -1.20, -0.47], [-0.91, 0.18, 0.35], [0.26, 1.10, -0.03], [1.70, 0.53, 0.30], [-2.01, -3.94, -2.00], [-2.77, -2.40, -2.74], [-0.95, -2.55, -2.76], [-2.81, -1.67, -0.44], [0.12, -1.55, -0.50], [-0.87, -0.03, 1.48], [-1.90, 0.57, 0.17], [0.16, 2.06, 0.62], [0.17, 1.61, -0.97], [1.86, -0.56, -0.01], [2.39, 1.22, -0.19], [1.87, 0.52, 1.38], [2.56, 3.89, 2.76], [2.33, 3.38, 3.61], [3.45, 3.57, 2.53]], "orbital_gap_ev": 9.64, "smiles": "C/C=C/CCC.O"}


Model x:
{"formula": "C6H14O", "method": "ωB97M-V with the def2-TZVPD basis set", "elements": ["C", "O", "C", "C", "C", "C", "C", "H", "H", "H", "H", "H", "H", "H", "H", "H", "H", "H", "H", "H", "H"], "xyz": [[2.16, -1.48, -0.03], [1.41, -0.66, -0.97], [0.77, 0.59, -0.70], [-0.60, 0.42, 0.00], [-1.12, 1.80, 0.40], [-1.56, -0.27, -0.98], [-0.35, -0.47, 1.21], [1.72, -1.91, 0.90], [3.07, -0.97, 0.29], [2.36, -2.37, -0.63], [0.58, 1.06, -1.68], [1.42, 1.28, -0.14], [-0.46, 2.26, 1.14], [-2.12, 1.72, 0.85], [-1.19, 2.47, -0.47], [-1.10, -1.18, -1.38], [-1.79, 0.38, -1.83], [-2.50, -0.54, -0.49], [0.50, -1.07, 0.96], [-1.14, -1.19, 1.43], [-0.08, 0.10, 2.11]], "orbital_gap_ev": 10.56, "smiles": "COCC(C)(C)C"}


Model y:
{"formula": "C6H14O", "method": "ωB97M-V with the def2-TZVPD basis set", "elements": ["C", "O", "C", "C", "C", "C", "C", "H", "H", "H", "H", "H", "H", "H", "H", "H", "H", "H", "H", "H", "H"], "xyz": [[-2.40, 0.35, -1.52], [-1.03, 0.52, -1.24], [-0.46, -0.57, -0.56], [0.64, -0.08, 0.38], [1.24, -1.30, 1.09], [1.73, 0.64, -0.42], [0.03, 0.87, 1.41], [-2.99, 0.29, -0.60], [-2.58, -0.56, -2.12], [-2.73, 1.22, -2.10], [-0.06, -1.30, -1.29], [-1.23, -1.09, 0.04], [0.49, -1.84, 1.67], [2.04, -0.99, 1.78], [1.68, -2.00, 0.37], [1.30, 1.48, -0.99], [2.21, -0.04, -1.14], [2.50, 1.04, 0.24], [-0.42, 1.74, 0.90], [0.79, 1.23, 2.11], [-0.76, 0.37, 1.99]], "orbital_gap_ev": 10.66, "smiles": "COCC(C)(C)C"}


Model z:
{"formula": "C6H14O", "method": "ωB97M-V with the def2-TZVPD basis set", "elements": ["C", "C", "C", "C", "C", "C", "O", "H", "H", "H", "H", "H", "H", "H", "H", "H", "H", "H", "H", "H", "H"], "xyz": [[-0.20, -0.98, -0.28], [0.42, 0.84, 1.15], [0.06, -2.47, -0.21], [1.69, 1.02, -0.34], [-0.57, 1.97, 0.98], [-1.52, -0.65, -0.95], [-0.03, -0.44, 1.01], [0.74, -0.31, -0.79], [0.97, 0.89, 2.09], [-0.89, 2.10, -0.05], [-1.46, 1.80, 1.59], [-2.36, -1.06, -0.37], [-1.69, 0.42, -1.04], [1.02, -2.66, 0.28], [-0.72, -2.98, 0.35], [0.09, -2.89, -1.21], [2.54, 0.48, 0.06], [1.90, 2.08, -0.20], [1.65, 1.01, -1.43], [-0.11, 2.90, 1.31], [-1.54, -1.10, -1.94]], "orbital_gap_ev": 10.33}


Which structure is the most stable? The one labeled model y.


Model w:
{"formula": "C6H14O", "method": "ωB97M-V with the def2-TZVPD basis set", "elements": ["C", "O", "C", "C", "C", "C", "C", "H", "H", "H", "H", "H", "H", "H", "H", "H", "H", "H", "H", "H", "H"], "xyz": [[-0.85, 2.55, -0.64], [-1.14, 1.18, -0.67], [-0.75, 0.49, 0.50], [0.19, -0.68, 0.16], [0.54, -1.42, 1.45], [-0.51, -1.63, -0.81], [1.48, -0.13, -0.48], [0.22, 2.72, -0.47], [-1.43, 3.09, 0.13], [-1.12, 2.96, -1.62], [-1.64, 0.11, 1.02], [-0.24, 1.19, 1.18], [1.04, -0.77, 2.18], [1.21, -2.26, 1.24], [-0.37, -1.83, 1.93], [-0.80, -1.10, -1.73], [-1.41, -2.06, -0.36], [0.16, -2.45, -1.09], [1.24, 0.55, -1.31], [2.10, -0.95, -0.86], [2.08, 0.43, 0.26]], "orbital_gap_ev": 10.58, "smiles": "COCC(C)(C)C"}


Model x:
{"formula": "C6H14O", "method": "ωB97M-V with the def2-TZVPD basis set", "elements": ["C", "C", "C", "C", "C", "C", "O", "H", "H", "H", "H", "H", "H", "H", "H", "H", "H", "H", "H", "H", "H"], "xyz": [[1.04, 0.71, -1.56], [1.10, -0.30, -0.42], [1.69, -1.63, -0.91], [-0.27, -0.54, 0.22], [-0.98, 0.71, 0.72], [-2.28, 0.39, 1.45], [-0.06, 1.40, 1.57], [2.02, 0.81, -2.05], [0.76, 1.71, -1.19], [0.32, 0.41, -2.32], [1.76, 0.10, 0.36], [2.69, -1.49, -1.32], [1.06, -2.07, -1.70], [1.76, -2.36, -0.09], [-0.16, -1.24, 1.07], [-0.93, -1.03, -0.51], [-1.21, 1.35, -0.16], [-2.05, 0.10, 2.48], [-2.81, -0.44, 0.98], [-2.96, 1.25, 1.47], [-0.51, 2.18, 1.91]], "orbital_gap_ev": 11.23, "smiles": "CC(C)C[C@@H](C)O"}


Which structure is the most stable? The one labeled model x.